No. 1
2 unconnected molecules or ions with the total composition C9H8O3P. Source: the Open Molecules 2025 dataset; level of theory: ωB97M-V with the def2-TZVPD basis set.

Computed properties:
HOMO energy (eV): -3.28
LUMO level (eV): 3.580
Molecular weight (g mol⁻¹): 195.134

```
! RIJCOSX wB97M-V def2-TZVPD def2/J DEFGRID3
* xyz -1 1
C 2.577 -1.474 -0.163
C 1.620 -1.666 -1.285
C 2.358 -0.414 0.658
C 0.532 -0.816 -1.373
C 1.257 0.333 0.589
C 0.213 0.102 -0.373
C -1.934 -0.816 1.316
C -1.242 2.115 0.330
C -1.056 0.797 -0.404
O -1.503 -1.773 0.826
O -2.362 -0.151 2.161
O -3.578 1.066 -1.385
P -2.417 0.132 -1.374
H 3.517 -1.968 -0.102
H 1.786 -2.679 -1.911
H 3.100 -0.138 1.366
H -0.113 -1.096 -2.150
H 1.258 1.114 1.353
H -1.194 1.950 1.501
H -0.583 2.978 0.267
H -2.236 2.402 0.152
*
```

---

No. 2
A molecular structure, CH4F13K4N5O25S11. Source: the Open Molecules 2025 dataset; level of theory: ωB97M-V with the def2-TZVPD basis set.

Computed properties:
HOMO energy (eV): -5.11
LUMO level (eV): 0.499
Molecular weight (g mol⁻¹): 1242.156

```
! RIJCOSX wB97M-V def2-TZVPD def2/J DEFGRID3
* xyz -2 1
K -1.062 0.141 -3.904
K 2.566 2.201 1.241
K 3.160 -2.663 -2.312
K 1.887 -5.233 0.771
N -0.737 -4.179 5.236
S -1.261 -2.740 4.629
O -1.661 -1.784 5.592
O -1.939 -2.818 3.394
F 0.231 -2.283 4.236
S -2.106 -4.934 5.482
O -2.560 -5.755 4.404
O -3.093 -4.209 6.212
F -1.633 -5.984 6.615
N -5.204 -1.578 -1.253
S -4.323 -1.654 -2.591
O -3.566 -0.466 -2.835
O -4.797 -2.392 -3.715
F -3.267 -2.681 -1.983
S -6.455 -0.704 -1.674
O -7.457 -1.308 -2.492
O -6.137 0.656 -1.952
F -7.112 -0.564 -0.228
N 0.411 3.488 2.522
S -0.313 4.670 1.752
O -0.657 5.842 2.491
O -1.116 4.297 0.633
F 1.056 5.197 1.032
S -0.971 2.675 3.009
O -1.348 1.591 2.174
O -2.020 3.474 3.538
F -0.275 2.000 4.259
N 5.091 1.299 0.984
S 6.090 1.767 -0.165
O 5.489 1.905 -1.445
O 7.437 1.309 -0.053
F 6.249 3.281 0.320
S 5.203 -0.350 0.633
O 6.253 -1.075 1.255
O 4.772 -0.797 -0.651
F 3.968 -0.725 1.576
N 0.940 2.141 -3.446
S 1.518 3.380 -2.650
O 2.067 4.408 -3.461
O 2.172 3.099 -1.411
F 0.142 4.035 -2.215
S 2.277 1.229 -3.603
O 2.400 0.160 -2.675
O 3.442 1.867 -4.055
F 1.742 0.411 -4.896
C 0.681 -0.248 0.106
F -0.009 0.748 -0.400
F 1.981 0.031 -0.161
F 0.546 -0.327 1.406
S 0.292 -1.866 -0.702
O 1.346 -2.764 -0.183
O -1.015 -2.192 -0.253
O 0.369 -1.727 -2.167
O -1.297 -2.823 -4.060
H -0.849 -2.578 -3.236
H -1.394 -3.776 -4.029
O -2.176 2.384 -1.835
H -2.429 2.392 -0.907
H -1.537 3.100 -1.906
*
```

---

No. 3
A gas-phase ion, C14H23N2O (charge +1). Source: the Open Molecules 2025 dataset; level of theory: ωB97M-V with the def2-TZVPD basis set.

Computed properties:
HOMO energy (eV): -12.82
LUMO level (eV): -3.334
SMILES: CCn1c(C)c2c([n+]1CC)CC(C)(C)CC2=O
Molecular weight (g mol⁻¹): 235.351

```
! RIJCOSX wB97M-V def2-TZVPD def2/J DEFGRID3
* xyz 1 1
C 0.262 -2.271 3.707
C -0.860 -1.687 2.708
N -0.520 -0.668 1.682
C -0.879 0.639 1.696
C -1.511 1.409 2.842
C -0.769 1.002 0.406
C -0.338 -0.074 -0.412
N 0.124 -0.911 0.446
C 0.556 -2.267 0.207
C 2.016 -2.355 0.496
C -0.246 0.004 -1.948
C 0.106 1.315 -2.483
C 1.571 1.751 -2.483
C -0.097 1.280 -4.044
C -0.724 2.431 -1.760
C -1.050 2.236 -0.230
O -1.828 3.038 0.276
H 0.993 -2.787 3.108
H -0.056 -3.155 4.282
H 0.735 -1.540 4.307
H -1.308 -2.585 2.258
H -1.646 -1.247 3.362
H -1.082 1.124 3.781
H -1.366 2.434 2.699
H -2.638 1.080 2.815
H 0.050 -2.949 0.928
H 0.329 -2.579 -0.783
H 2.499 -2.409 -0.479
H 2.360 -3.254 1.055
H 2.411 -1.495 0.894
H 0.514 -0.625 -2.313
H -1.265 -0.374 -2.362
H 2.299 0.979 -2.734
H 1.821 2.044 -1.464
H 1.768 2.645 -3.135
H 0.536 0.552 -4.581
H -1.093 0.974 -4.215
H 0.157 2.346 -4.332
H -0.225 3.350 -1.834
H -1.605 2.600 -2.366
*
```

---

Repeat the first record exactly.
2 unconnected molecules or ions with the total composition C9H8O3P. Source: the Open Molecules 2025 dataset; level of theory: ωB97M-V with the def2-TZVPD basis set.

Computed properties:
HOMO energy (eV): -3.28
LUMO level (eV): 3.580
Molecular weight (g mol⁻¹): 195.134

```
! RIJCOSX wB97M-V def2-TZVPD def2/J DEFGRID3
* xyz -1 1
C 2.577 -1.474 -0.163
C 1.620 -1.666 -1.285
C 2.358 -0.414 0.658
C 0.532 -0.816 -1.373
C 1.257 0.333 0.589
C 0.213 0.102 -0.373
C -1.934 -0.816 1.316
C -1.242 2.115 0.330
C -1.056 0.797 -0.404
O -1.503 -1.773 0.826
O -2.362 -0.151 2.161
O -3.578 1.066 -1.385
P -2.417 0.132 -1.374
H 3.517 -1.968 -0.102
H 1.786 -2.679 -1.911
H 3.100 -0.138 1.366
H -0.113 -1.096 -2.150
H 1.258 1.114 1.353
H -1.194 1.950 1.501
H -0.583 2.978 0.267
H -2.236 2.402 0.152
*
```

---

Question: What is the HOMO energy in the second record?
Answer: -5.11 eV